Entry 1:
C4H7NO | ωB97M-V/def2-TZVPD

Each line ends with the Löwdin charge.
Positions of all 13 atoms, in Å:
C: -1.654 1.199 -0.199  0.062
C: 2.721 0.273 -0.125  -0.020
C: -0.726 0.237 -0.040  -0.388
C: -1.116 -1.256 0.127  -0.043
N: 1.507 -0.004 -0.311  -0.039
O: 0.540 0.573 0.447  -0.087
H: -1.394 2.234 -0.296  0.055
H: -2.692 0.769 -0.186  0.085
H: 3.473 -0.359 -0.488  0.046
H: 3.132 1.047 0.592  0.097
H: -0.278 -1.804 0.473  0.045
H: -1.926 -1.215 0.863  0.070
H: -1.587 -1.695 -0.855  0.117

Forces on the atoms, in the same order (eV/Å):
C 0.2 -2.3 0.1
C -0.2 2.1 2.6
C -1.2 -0.2 1.1
C -1.6 1.3 -2.1
N 0.3 -2.0 -1.0
O 0.2 1.4 -0.5
H -0.2 0.3 0.2
H 1.0 1.1 -0.5
H 0.6 -0.8 -1.3
H -0.9 -0.6 -0.6
H 0.6 -0.7 0.2
H 0.2 -0.5 0.0
H 1.2 0.8 1.8

Values from the calculation:
Energy: -286.48162 Eh
Spin multiplicity: 1
Energy relative to the best compared isomer or geometry (same formula, charge and spin): 393.9 kJ/mol
Charge: 0


Entry 2:
C3H6O3 | ωB97M-V/def2-TZVPD

Each line ends with the Löwdin charge.
Positions of all 12 atoms, in Å:
C: 0.122 -0.763 1.148  -0.154
C: -0.350 -0.540 -0.989  -0.389
C: 0.711 0.942 -0.263  -0.373
H: 1.150 -1.377 1.075  0.178
H: -0.377 -0.817 2.131  0.145
H: 0.603 -1.034 -1.168  0.133
H: -1.027 -0.875 -1.780  0.157
H: 0.834 1.979 -0.370  0.129
H: 1.698 0.248 -0.435  0.185
O: -0.748 -1.035 0.117  -0.009
O: -0.328 0.840 -1.044  0.061
O: 0.354 0.701 1.073  -0.063

Forces on the atoms, in the same order (eV/Å):
C 1.5 2.0 1.3
C -1.6 -2.1 -7.0
C 4.8 3.2 3.1
H -2.1 1.3 0.0
H 0.3 -0.8 -0.6
H 0.7 0.6 -1.0
H -0.2 -0.1 0.0
H 2.0 1.7 0.8
H -2.1 1.9 -0.3
O -2.8 -2.6 5.5
O -1.0 -2.7 -2.5
O 0.6 -2.3 0.7

Values from the calculation:
Energy: -343.51034 Eh
Spin multiplicity: 1
Energy relative to the best compared isomer or geometry (same formula, charge and spin): 378.6 kJ/mol
Charge: 0


Entry 3:
C4H8O | ωB97M-V/def2-TZVPD

Each line ends with the Löwdin charge.
Positions of all 13 atoms, in Å:
O: 1.166 -1.536 -2.247  -0.006
C: 0.058 -1.204 -1.744  -0.230
C: -0.084 -0.726 -0.356  -0.188
C: 0.409 0.613 0.180  -0.244
C: -0.387 1.152 1.447  -0.074
H: -0.766 -1.697 -2.264  0.112
H: 0.413 -1.587 0.206  0.153
H: -1.167 -0.749 -0.116  0.112
H: 0.413 1.375 -0.578  0.100
H: 1.432 0.569 0.483  0.089
H: -1.291 1.141 0.985  0.021
H: -0.206 0.492 2.281  0.068
H: 0.009 2.157 1.723  0.086

Forces on the atoms, in the same order (eV/Å):
O -2.7 1.8 1.3
C 4.2 -2.7 -1.9
C -0.9 -0.6 1.8
C 0.8 0.6 1.0
C 3.9 -0.1 -1.1
H -0.9 0.7 0.0
H -0.7 1.1 -0.4
H 0.4 -0.3 -0.1
H -0.4 0.4 -0.5
H 0.9 -0.4 0.0
H -3.5 0.4 0.1
H -0.6 -0.3 0.2
H -0.6 -0.7 -0.4

Values from the calculation:
Energy: -232.39363 Eh
Spin multiplicity: 1
Energy relative to the best compared isomer or geometry (same formula, charge and spin): 136.5 kJ/mol
Charge: 0